{"formula": "C9H12O", "method": "wB97M-V/def2-TZVPD", "species": ["C", "C", "C", "C", "C", "C", "C", "C", "C", "O", "H", "H", "H", "H", "H", "H", "H", "H", "H", "H", "H", "H"], "xyz": [[-2.15127, -0.09434, 0.76655], [-3.32904, 0.54932, 0.95888], [-1.21409, 0.89521, 0.32984], [-1.96475, 2.10051, 0.21344], [0.66799, -0.29056, 0.84403], [0.19862, 0.64764, -0.19335], [0.68603, -1.75672, 0.75541], [0.16449, 0.07895, -1.61253], [0.96234, 1.97449, -0.18096], [-3.19789, 1.85128, 0.61816], [-1.96292, -1.13236, 0.95219], [-4.29842, 0.21299, 1.26858], [0.90694, 0.14297, 1.80364], [0.26368, -2.21875, 1.64968], [1.73015, -2.08467, 0.70532], [0.17717, -2.12832, -0.12893], [-0.21682, 0.84014, -2.28907], [-0.49153, -0.78539, -1.68011], [1.16438, -0.20764, -1.93408], [0.43004, 2.69858, -0.78937], [1.96301, 1.83171, -0.58307], [1.03760, 2.36967, 0.82840]], "atomic_forces_ev_per_a": [[-0.795, -0.339, 0.249], [0.429, -1.525, 0.122], [0.101, -1.264, 0.640], [2.044, 2.318, -0.375], [-1.394, 1.026, -0.142], [-0.082, -0.036, -0.940], [-0.299, 0.057, -0.096], [0.137, -0.084, 0.202], [0.131, -0.031, 0.091], [-0.383, -0.045, -0.069], [-0.170, -0.340, 0.085], [-0.143, -0.059, 0.113], [0.193, 0.211, 0.137], [0.042, 0.038, 0.058], [0.116, 0.056, 0.027], [0.030, -0.015, -0.047], [-0.037, 0.044, 0.018], [-0.070, -0.048, -0.045], [0.161, -0.069, -0.126], [-0.088, 0.019, 0.034], [0.091, -0.041, -0.043], [-0.015, 0.127, 0.105]], "total_energy_ha": -425.1657, "charge": 0, "homo_lumo_gap_ev": 5.44, "relative_energy_ev": 5.5798}

=====

{"formula": "C9H12O2S", "method": "wB97M-V/def2-TZVPD", "species": ["O", "O", "C", "C", "C", "C", "C", "C", "S", "C", "C", "C", "H", "H", "H", "H", "H", "H", "H", "H", "H", "H", "H", "H"], "xyz": [[1.21236, 0.08970, 2.60115], [-2.52392, -2.13126, -2.35195], [-2.18511, -0.38462, -0.65046], [-0.37068, -1.53888, -1.42420], [-1.71008, -1.38075, -1.46641], [0.00048, 0.18388, 0.30135], [-1.41014, 0.35700, 0.27958], [0.51180, -0.74421, -0.55896], [0.76312, 1.07483, 1.61424], [-2.13203, 1.35409, 1.10495], [1.99293, -0.99369, -0.64730], [2.42302, 1.68691, 1.29833], [-1.97738, -2.80664, -2.84477], [-3.26187, -0.21617, -0.68311], [0.15095, -2.19760, -2.11203], [-3.18441, 1.31229, 0.70854], [-1.78279, 2.38837, 1.05971], [-2.06939, 1.29992, 2.16845], [2.36771, -1.18715, 0.36134], [2.21024, -1.76959, -1.42921], [2.48379, -0.15079, -1.03260], [3.21121, 0.98920, 1.32368], [2.75686, 2.47650, 2.03423], [2.52333, 2.28866, 0.34547]], "atomic_forces_ev_per_a": [[-0.518, -1.766, 1.707], [1.297, 0.357, 0.738], [-1.418, 0.868, 1.401], [3.546, 0.824, 0.898], [-0.226, -0.837, -1.313], [-1.476, 0.162, -0.569], [0.203, -0.653, -1.370], [-0.466, -2.047, -1.954], [1.109, 1.159, 0.799], [-1.613, 1.085, -0.830], [-0.736, -1.403, -0.449], [0.416, 3.680, -2.200], [-0.641, 1.254, 1.001], [0.187, 0.134, 0.160], [-0.123, -0.187, 0.095], [0.823, 0.380, 1.036], [0.166, 0.018, -0.989], [-0.278, -1.162, 0.891], [0.246, -0.390, -0.321], [-0.117, 0.244, 1.223], [0.716, 1.520, -0.320], [0.371, -1.515, -0.049], [-1.198, -0.960, -0.152], [-0.269, -0.766, 0.569]], "total_energy_ha": -898.7249, "charge": 0, "homo_lumo_gap_ev": 9.30, "relative_energy_ev": 1.7407}

=====

{"formula": "C9H12O4", "method": "wB97M-V/def2-TZVPD", "species": ["C", "C", "C", "C", "C", "C", "C", "C", "C", "H", "H", "H", "H", "H", "H", "H", "H", "H", "H", "H", "H", "O", "O", "O", "O"], "xyz": [[-2.71240, -2.32170, 0.52781], [-1.57054, -0.24350, 0.06280], [-0.39222, 0.01679, 0.74314], [0.72660, 0.78435, 0.31393], [0.73833, 1.35651, -1.01116], [-0.35150, 0.83196, -1.78722], [-1.53593, 0.34838, -1.30771], [1.97752, 0.78061, 1.02065], [2.96135, -0.50164, 0.64251], [-2.39205, -2.58425, -0.73860], [-4.09056, -2.54465, 0.57818], [-2.09110, -3.03285, 1.43932], [-0.11179, 0.04736, 1.95258], [1.67539, 1.52524, -1.53281], [-0.14309, 0.77263, -2.89241], [-2.62932, 1.04202, -2.75051], [1.64338, 0.89928, 2.14434], [2.04020, 2.83045, 1.08189], [2.84854, -0.66790, -0.47930], [3.88224, -0.23159, 0.96414], [2.60020, -2.59606, 1.32037], [-2.58415, -0.82093, 0.69441], [-2.70322, 0.22052, -2.09064], [2.57552, 1.96278, 0.46708], [2.42696, -1.58365, 1.38970]], "atomic_forces_ev_per_a": [[-1.945, -0.878, -1.563], [2.348, 2.380, -1.997], [2.587, 2.025, 3.983], [-2.633, -0.705, -4.105], [-1.703, -4.550, 0.602], [1.706, 1.757, -1.563], [-1.996, -2.498, 2.274], [0.621, 0.281, 1.246], [-4.796, -0.047, -1.057], [-0.756, 0.567, 4.254], [4.709, 0.646, 0.059], [-1.847, 2.494, -3.020], [-2.028, -1.526, -2.843], [-0.339, 0.676, 0.241], [-0.867, 0.645, 0.943], [-0.417, -2.843, 1.991], [1.725, -0.675, -1.540], [2.679, -3.954, -3.120], [0.433, 0.351, 1.356], [3.119, 0.648, 0.671], [0.327, 3.272, -0.810], [-1.518, -2.930, 0.145], [1.698, 2.802, -1.581], [-0.613, 4.197, 4.515], [-0.493, -2.134, 0.920]], "total_energy_ha": -650.8117, "charge": 0, "homo_lumo_gap_ev": 8.60, "relative_energy_ev": 7.8730}

=====

{"formula": "C9H12S2", "method": "wB97M-V/def2-TZVPD", "species": ["C", "C", "C", "C", "C", "C", "C", "C", "C", "S", "S", "H", "H", "H", "H", "H", "H", "H", "H", "H", "H", "H", "H"], "xyz": [[-1.23555, -2.06648, -1.16625], [-1.44233, -1.43937, 0.05574], [0.11539, -2.33272, -1.51496], [-0.42323, -0.97053, 0.80721], [1.19657, -1.98464, -0.67039], [0.89670, -1.27625, 0.49221], [-2.39071, 3.65076, -0.29270], [-3.24280, 2.63931, -0.17902], [2.00489, -0.63282, 1.30540], [5.30601, 0.64586, -0.11590], [3.18876, -1.77810, 1.90945], [-2.20062, -2.40875, -1.59117], [-2.42357, -1.07141, 0.09600], [0.33032, -2.74533, -2.45351], [-0.72313, -0.27210, 1.57621], [2.18695, -1.86570, -1.07455], [-1.34155, 3.58086, -0.81282], [-2.59548, 4.64664, 0.06302], [-4.15353, 2.84013, 0.32418], [-3.02517, 1.70398, -0.53738], [1.49068, -0.03660, 2.18679], [2.50276, 0.07907, 0.61484], [5.97863, 1.09421, 0.97761]], "atomic_forces_ev_per_a": [[1.036, -1.235, 1.007], [-0.186, 0.104, -2.348], [-0.854, 0.303, 1.025], [0.434, 0.245, 0.852], [-1.961, 1.244, -0.564], [0.133, 0.343, 0.594], [2.301, -0.234, -1.275], [0.656, 2.638, 0.541], [-1.371, 1.666, 0.093], [0.200, 0.075, 0.410], [0.485, -0.404, 0.438], [1.308, 0.152, -0.774], [-1.360, 0.340, 1.209], [0.300, -0.645, -1.220], [0.564, -0.069, 0.465], [0.391, -0.781, 0.008], [-2.184, -0.171, 1.001], [-0.248, 0.101, 0.202], [-0.882, -0.186, 0.314], [0.372, -2.168, -0.780], [1.288, -1.127, -1.552], [-0.176, -0.029, 0.713], [-0.247, -0.162, -0.358]], "total_energy_ha": -1146.3326, "charge": 0, "homo_lumo_gap_ev": [9.94, 6.49], "relative_energy_ev": 0.0000, "multiplicity": 3}